{
  "formula": "C53H55N2O7SeTi",
  "method": "ωB97M-V/def2-TZVPD",
  "e_homo_ev": [-6.620, -8.075],
  "gap_ha": [0.25228, 0.30243],
  "e_above_lowest_kcal_mol": 12.0,
  "spin_multiplicity": 2,
  "charge": 0,
  "s_squared": 0.75,
  "elements": ["Ti", "C", "C", "C", "O", "C", "C", "O", "C", "O", "C", "C", "C", "C", "C", "C", "C", "C", "C", "C", "C", "C", "C", "O", "C", "C", "C", "C", "C", "C", "C", "C", "C", "C", "C", "C", "H", "H", "H", "H", "H", "H", "H", "H", "H", "H", "H", "H", "H", "H", "H", "H", "H", "H", "H", "H", "H", "H", "H", "H", "H", "H", "H", "H", "C", "C", "C", "C", "N", "C", "Se", "N", "C", "C", "C", "C", "C", "C", "C", "C", "C", "C", "H", "H", "H", "H", "H", "H", "H", "H", "H", "H", "H", "H", "H", "H", "H", "H", "H", "H", "H", "H", "H", "H", "O", "C", "C", "C", "C", "C", "C", "C", "O", "O", "H", "H", "H", "H", "H"],
  "xyz": [[-20.09178, -1.62236, -9.71336], [-22.00346, 1.67594, -14.90250], [-21.13646, 1.43904, -13.67780], [-19.97462, 2.40390, -13.58777], [-20.51352, 0.12882, -13.73826], [-20.61088, -0.46312, -12.42943], [-21.96157, 0.06806, -11.95589], [-21.92556, 1.38942, -12.49246], [-22.41790, 0.15192, -10.47141], [-21.31807, -0.30733, -9.69672], [-22.83221, 1.56956, -10.00612], [-23.90366, 2.26823, -10.56604], [-24.17833, 3.60947, -10.23378], [-23.40106, 4.26816, -9.28024], [-22.39424, 3.57336, -8.64116], [-22.13494, 2.21949, -8.94759], [-23.62086, -0.77951, -10.14531], [-23.54434, -2.13950, -10.48077], [-24.64449, -3.01788, -10.29529], [-25.91591, -2.54017, -9.92021], [-25.96792, -1.21826, -9.54775], [-24.84001, -0.37779, -9.62403], [-20.33503, -2.01096, -12.58956], [-20.31688, -2.67265, -11.26080], [-19.07316, -2.43388, -13.40377], [-19.10182, -2.06541, -14.80502], [-18.07238, -2.40065, -15.63264], [-16.95087, -3.04751, -15.06711], [-16.95292, -3.44708, -13.69656], [-18.04405, -3.16707, -12.91368], [-21.46869, -2.74171, -13.34215], [-21.67238, -4.13593, -13.21569], [-22.75785, -4.72600, -13.85133], [-23.55401, -4.00146, -14.72499], [-23.40681, -2.64240, -14.89457], [-22.32635, -2.03181, -14.20094], [-21.41971, 1.76685, -15.78544], [-22.55439, 2.61639, -14.76832], [-22.76304, 0.87545, -14.98267], [-19.17606, 2.24626, -14.32804], [-19.55661, 2.42659, -12.55844], [-20.33343, 3.42328, -13.74686], [-19.79568, 0.00926, -11.86118], [-22.75666, -0.50179, -12.44382], [-24.42294, 1.77814, -11.37296], [-24.99187, 4.10707, -10.79018], [-23.60775, 5.30983, -9.04573], [-21.84152, 4.02807, -7.83752], [-21.34493, 1.75238, -8.40742], [-22.60402, -2.53785, -10.80706], [-24.55741, -4.06380, -10.48286], [-26.77045, -3.18883, -9.89094], [-26.90057, -0.77866, -9.16707], [-25.05043, 0.67899, -9.35485], [-19.97216, -1.48200, -15.16902], [-18.03995, -2.26911, -16.70386], [-16.05963, -3.10488, -15.67436], [-16.07345, -3.95811, -13.28813], [-18.09643, -3.60036, -11.90154], [-21.04961, -4.73701, -12.55407], [-22.93730, -5.79340, -13.70545], [-24.35619, -4.55012, -15.27390], [-24.04269, -2.07188, -15.62077], [-22.16388, -0.96662, -14.31557], [-16.43258, 3.37563, -8.81782], [-16.16668, 2.70170, -7.44561], [-17.44094, 2.30923, -6.68197], [-18.35138, 1.26266, -7.35895], [-18.02503, -0.09755, -6.90445], [-17.62362, -1.11948, -7.67679], [-17.60062, -1.10323, -9.53314], [-17.14111, -2.10421, -6.90246], [-16.44827, -3.32403, -7.31647], [-15.00489, -2.94032, -7.69631], [-14.02683, -2.74432, -6.54360], [-13.99340, -1.37630, -5.84543], [-17.52405, -1.80393, -5.51520], [-17.26880, -2.42482, -4.29991], [-17.72949, -1.75438, -3.15493], [-18.43882, -0.55519, -3.25334], [-18.70121, 0.04451, -4.47265], [-18.10226, -0.54951, -5.57135], [-15.55209, 3.61963, -9.39098], [-16.94302, 4.33862, -8.54635], [-17.11101, 2.80847, -9.40986], [-15.51555, 3.35759, -6.89762], [-15.55011, 1.80013, -7.54696], [-18.06484, 3.22071, -6.54263], [-17.20204, 1.95034, -5.69655], [-18.27383, 1.29271, -8.42306], [-19.42114, 1.47987, -7.15927], [-16.95282, -3.73168, -8.20673], [-16.47565, -4.09983, -6.54323], [-15.08936, -2.03130, -8.29717], [-14.65574, -3.74902, -8.37691], [-13.05609, -2.89646, -7.01362], [-14.15878, -3.56105, -5.82030], [-13.79188, -0.54524, -6.59549], [-13.13915, -1.37820, -5.19796], [-14.93731, -1.11461, -5.32921], [-16.71368, -3.34289, -4.24240], [-17.56376, -2.27742, -2.23890], [-18.89613, -0.19529, -2.33633], [-19.36269, 0.85463, -4.66912], [-21.12283, -1.79673, -4.79117], [-21.24199, -3.13608, -5.14147], [-21.36210, -4.11957, -4.12310], [-21.48714, -5.46908, -4.46623], [-21.44277, -5.90018, -5.79651], [-21.33036, -4.98396, -6.81747], [-21.18719, -3.57963, -6.50114], [-20.79016, -2.62077, -7.52548], [-20.48638, -1.39546, -7.33550], [-20.74130, -3.16975, -8.73061], [-20.96391, -1.35853, -5.65856], [-21.33863, -3.72754, -3.07663], [-21.59893, -6.22923, -3.70053], [-21.37001, -6.97678, -6.00871], [-21.34960, -5.33128, -7.85460]],
  "atomic_forces_ev_per_a": [[0.07, -0.14, -0.33], [-1.15, -0.20, 1.13], [0.84, -1.29, 0.12], [0.04, 1.42, 0.93], [-0.61, 0.22, 0.24], [1.16, -0.48, -0.80], [-1.49, 0.26, -0.51], [0.24, 0.78, -0.44], [0.35, -0.10, 1.64], [-0.98, 1.36, -0.15], [1.10, 0.90, 1.08], [0.80, 0.68, -0.25], [-0.13, -0.74, -0.51], [-0.56, 0.06, -0.42], [-0.22, -1.28, 0.02], [-0.81, 0.81, -1.29], [-0.35, -0.77, -0.86], [-1.06, -0.68, 0.79], [0.09, 1.29, -0.30], [1.69, 0.11, 0.00], [-0.15, 0.80, 0.37], [-1.20, 1.18, 0.13], [-0.66, -2.25, 1.06], [0.51, 1.61, -1.85], [-1.62, 2.26, -1.81], [-1.04, 0.35, 1.32], [1.41, -1.02, 0.57], [-0.25, 0.17, 1.48], [1.21, 0.25, -2.58], [-0.02, -0.89, 1.70], [-1.04, 0.16, -0.60], [-0.26, 0.71, 0.44], [0.76, -0.25, -0.02], [-1.61, -0.82, -0.64], [1.11, 0.60, -0.08], [-0.78, -0.31, -0.22], [0.53, -0.15, -0.81], [0.19, -0.16, 0.06], [0.45, 0.35, -0.15], [-0.47, -0.39, 0.25], [-0.10, -0.33, -0.64], [-0.07, 0.09, -0.02], [-0.02, -0.33, 0.47], [0.12, 0.06, -0.20], [-0.36, 0.11, -0.12], [0.53, -0.15, 0.53], [0.09, -0.17, 0.01], [0.21, 0.20, 0.09], [0.37, -0.63, 0.07], [0.28, -0.32, -0.26], [0.37, -0.55, -0.33], [-0.21, -0.18, 0.09], [0.42, -0.21, -0.24], [0.46, -0.99, -0.06], [0.82, -0.72, 0.22], [-0.33, 0.51, -0.04], [0.10, -0.54, 0.00], [-0.43, 0.17, -0.15], [-0.01, 0.60, -0.40], [-0.04, 0.29, -0.13], [0.04, 0.31, -0.11], [0.65, 0.56, 0.51], [0.69, -0.55, 0.93], [-0.11, -0.47, -0.19], [-0.64, 1.07, 1.94], [0.17, -0.95, -1.04], [-0.63, 1.06, -0.53], [-0.57, 0.11, 0.94], [-0.68, -0.16, 0.39], [1.20, 0.33, 0.14], [0.49, -0.02, -0.41], [-1.55, -0.44, 2.73], [0.37, 0.40, -0.89], [-0.58, -0.73, -0.37], [0.05, -0.03, -0.33], [-0.57, 0.70, -1.48], [1.20, 0.01, -1.78], [-0.35, 0.72, 0.02], [0.37, -0.60, -1.49], [-0.70, -0.30, 0.59], [0.90, -0.58, -0.20], [-0.12, 0.34, -0.73], [0.36, -0.11, -0.03], [0.34, -0.63, -0.58], [-0.47, -0.49, -0.64], [-0.05, 0.45, 0.70], [-0.10, -0.11, -0.30], [0.36, -0.43, -0.02], [0.22, -0.05, 0.50], [0.23, -0.18, -0.70], [0.55, -0.29, 0.17], [0.02, 0.22, 0.32], [-0.18, 0.44, 0.09], [0.23, -0.07, -0.11], [0.02, 0.51, 0.44], [0.29, -0.02, 0.29], [0.07, 0.18, 0.00], [-0.33, -0.99, 0.69], [0.19, 0.18, 0.76], [0.64, -0.21, -0.03], [-0.02, -0.29, 0.09], [-0.05, 0.18, 0.69], [0.06, 0.23, -0.21], [-0.23, 0.79, 0.47], [-0.19, -1.96, -0.74], [0.27, -0.41, -0.10], [-0.21, 0.78, 0.13], [0.27, 0.68, 0.26], [0.24, -0.28, 0.00], [0.14, 1.29, 0.32], [-0.12, -0.52, 1.49], [-0.39, -0.75, -1.80], [-0.23, -1.89, -0.36], [0.36, 0.86, 2.12], [0.07, 0.29, 0.23], [-0.16, -0.68, -0.94], [0.11, 0.21, 0.13], [-0.46, 0.57, 0.05], [0.26, 0.45, 0.38]],
  "lowdin_charge": [0.801, 0.028, -0.543, 0.015, -0.084, -0.144, -0.140, -0.004, -0.301, -0.254, -0.129, -0.064, -0.068, -0.106, -0.085, 0.011, -0.110, -0.001, -0.043, -0.090, -0.089, -0.032, -0.289, -0.308, -0.113, -0.012, -0.085, -0.076, -0.076, -0.071, -0.143, -0.009, -0.090, -0.123, -0.062, -0.037, 0.080, 0.099, 0.092, 0.101, 0.100, 0.085, 0.149, 0.146, 0.122, 0.108, 0.099, 0.091, 0.075, 0.087, 0.090, 0.095, 0.106, 0.112, 0.119, 0.099, 0.088, 0.102, 0.117, 0.122, 0.103, 0.110, 0.116, 0.077, -0.086, -0.243, -0.167, -0.127, -0.005, -0.644, 0.820, 0.010, -0.135, -0.197, -0.255, -0.093, -0.113, 0.000, -0.062, -0.064, -0.005, -0.169, 0.066, 0.090, 0.043, 0.094, 0.098, 0.124, 0.093, 0.058, 0.127, 0.114, 0.127, 0.081, 0.125, 0.101, 0.107, 0.092, 0.057, 0.061, 0.108, 0.099, 0.112, 0.122, 0.044, -0.209, -0.010, -0.082, -0.104, 0.002, -0.053, -0.480, -0.033, -0.126, 0.069, 0.127, 0.101, 0.108, 0.123]
}